A | C4H14N3 | ωB97M-V with the def2-TZVPD basis set

## Properties
Frontier orbital gap in eV: 10.175
LUMO in eV: -2.972
Charge: +1
HOMO energy in eV: -13.1

Positions of all 21 atoms, in Å:
C -0.659 3.214 0.613
C -0.810 1.916 0.904
N -1.721 1.053 0.243
H -1.062 3.712 -0.272
H -0.111 3.920 1.232
H -0.266 1.476 1.743
H -2.505 1.577 -0.161
H -2.157 0.405 0.893
N 0.212 0.033 -1.357
C 0.509 -1.372 -1.024
C 0.995 -1.568 0.440
N 1.616 -2.877 0.533
H -0.678 0.380 -0.813
H 1.003 0.644 -1.161
H 0.023 0.104 -2.343
H -0.370 -2.000 -1.227
H 1.290 -1.751 -1.693
H 1.738 -0.765 0.592
H 0.113 -1.408 1.079
H 1.898 -3.081 1.491
H 0.944 -3.612 0.288


B | C4H14N3 | ωB97M-V with the def2-TZVPD basis set

## Properties
Frontier orbital gap in eV: 11.535
LUMO in eV: -3.071
Charge: +1
HOMO energy in eV: -14.6

Positions of all 21 atoms, in Å:
C -0.373 1.195 1.522
C -0.557 1.625 -0.944
N 0.030 1.768 0.236
N -1.843 1.266 -0.985
N 0.100 1.896 -2.072
H 0.910 2.259 0.221
H -2.345 1.540 -0.160
H -2.365 0.846 -1.733
H 1.062 1.828 -2.186
H -0.439 1.801 -2.918
H -0.605 2.019 2.189
H 0.410 0.554 1.907
H -1.211 0.506 1.415
C 1.111 -2.154 1.163
C 0.666 -2.560 -0.269
H 1.853 -2.870 1.525
H 1.676 -1.224 1.158
H 0.240 -2.260 1.803
H 1.392 -3.206 -0.764
H 0.537 -1.682 -0.905
H -0.249 -3.146 -0.203


C | C4H14N3 | ωB97M-V with the def2-TZVPD basis set

## Properties
Frontier orbital gap in eV: 10.489
LUMO in eV: -2.814
Charge: +1
HOMO energy in eV: -13.3

Positions of all 21 atoms, in Å:
C 0.867 -0.972 -2.695
N -0.194 -0.775 -1.715
C -0.685 -1.827 -1.046
N -1.237 -1.738 0.123
H 0.800 -1.973 -3.114
H 0.810 -0.241 -3.496
H 1.854 -0.896 -2.229
H -0.579 0.141 -1.566
H -0.453 -2.813 -1.449
H -1.783 -2.566 0.334
C 0.384 2.436 1.326
C -0.517 1.307 1.785
N 0.155 -0.011 1.609
H -0.071 3.403 1.527
H 1.364 2.400 1.806
H 0.574 2.412 0.248
H -0.777 1.446 2.831
H -1.438 1.314 1.206
H 0.869 0.070 0.880
H -0.541 -0.755 1.178
H 0.597 -0.363 2.455


Which one sits at the bottom of the stability order? A does.


A | C4H14N3 | ωB97M-V with the def2-TZVPD basis set

## Properties
Frontier orbital gap in eV: 11.146
LUMO in eV: -3.824
Charge: +1
HOMO energy in eV: -15.0

Positions of all 21 atoms, in Å:
C -0.753 1.108 1.105
C 0.786 -0.804 1.470
N 0.452 0.288 0.774
N 0.769 -0.659 2.812
N 1.646 -1.751 1.012
H 0.556 0.181 -0.232
H 0.325 0.006 3.427
H 1.625 -0.899 3.271
H 1.455 -1.958 0.034
H 1.546 -2.614 1.535
H -1.352 1.226 0.207
H -0.400 2.098 1.334
H -1.275 0.614 1.918
C -0.406 1.075 -2.523
C -0.990 -0.279 -2.137
H -1.042 1.630 -3.211
H -0.210 1.724 -1.687
H 0.549 0.983 -3.028
H -0.230 -0.875 -1.617
H -1.212 -0.916 -2.995
H -1.840 -0.180 -1.466


B | C4H14N3 | ωB97M-V with the def2-TZVPD basis set

## Properties
Frontier orbital gap in eV: 11.552
LUMO in eV: -2.639
Charge: +1
Structure (SMILES): CN(CN)[NH+](C)C
HOMO energy in eV: -14.2

Positions of all 21 atoms, in Å:
C 1.855 0.254 -0.595
N 0.690 -0.357 0.317
C 0.231 -1.656 -0.095
N -0.763 -2.056 0.930
N -0.403 0.491 0.313
C -1.100 0.727 -1.032
C -0.323 1.737 1.064
H 1.931 1.314 -0.215
H 2.764 -0.298 -0.154
H 1.648 0.050 -1.659
H -0.124 -1.729 -1.146
H 1.060 -2.276 0.024
H -1.451 -2.719 0.725
H -0.156 -2.289 1.796
H -1.057 -0.124 0.743
H -0.977 -0.108 -1.665
H -2.213 0.821 -0.860
H -0.636 1.589 -1.566
H 0.478 2.333 0.602
H -1.204 2.269 0.833
H -0.023 1.731 2.192


Which one sits at the bottom of the stability order? B does.


A | C4H14N3 | ωB97M-V with the def2-TZVPD basis set

## Properties
Frontier orbital gap in eV: 11.272
LUMO in eV: -2.752
Charge: +1
HOMO energy in eV: -14.0

Positions of all 21 atoms, in Å:
C 1.667 0.487 2.001
C -0.825 1.526 1.494
C -0.619 -0.634 -2.799
C 1.066 0.150 0.735
N -1.425 -0.393 -1.554
N 1.657 -0.781 -0.013
N -0.206 0.553 0.576
H 0.905 0.776 2.793
H 2.258 -0.386 2.390
H 2.276 1.352 2.027
H -1.063 0.941 2.381
H -0.050 2.290 1.931
H -1.622 2.007 0.975
H 0.041 -1.449 -2.557
H -1.266 -0.967 -3.574
H 2.580 -1.034 -0.045
H -2.053 -1.247 -1.445
H -0.094 0.268 -3.121
H 1.273 -1.025 -0.939
H -2.039 0.308 -1.822
H -0.832 0.212 -0.291


B | C4H14N3 | ωB97M-V with the def2-TZVPD basis set

## Properties
Frontier orbital gap in eV: 9.703
LUMO in eV: -3.065
Charge: +1
HOMO energy in eV: -12.8

Positions of all 21 atoms, in Å:
N -3.069 -1.508 -0.120
C -1.798 -0.939 -0.085
N -1.699 0.574 0.112
H -3.580 -1.419 0.764
H -3.685 -1.134 -0.844
H -1.187 -1.345 0.777
H -1.253 -1.140 -1.024
H -2.347 1.062 -0.519
H -1.803 0.845 1.085
C 2.505 0.910 1.012
C 1.734 0.201 -0.084
C 1.951 -1.070 -0.452
N 0.739 1.004 -0.785
H 2.934 0.227 1.710
H 3.322 1.555 0.588
H 1.831 1.583 1.547
H 1.181 -1.742 -0.891
H 2.968 -1.478 -0.203
H 1.046 1.971 -0.608
H -0.583 0.970 -0.183
H 0.793 0.874 -1.799


Which one sits at the bottom of the stability order? B does.


A | C5H11N2O | ωB97M-V with the def2-TZVPD basis set

## Properties
Frontier orbital gap in eV: 6.348
LUMO in eV: 3.697
Charge: -1
Structure (SMILES): [H]/N=C/[N-]CCCCO
HOMO energy in eV: -2.7

Positions of all 19 atoms, in Å:
H 1.543 0.216 -3.137
N 1.798 0.274 -2.159
C 1.641 -1.006 -1.612
N 1.674 -1.594 -0.357
C 1.508 -0.692 0.807
C 0.480 0.415 0.513
C -0.880 -0.073 0.996
C -2.182 0.950 0.787
O -3.004 0.472 -0.307
H 1.676 -1.666 -2.426
H 1.273 -1.278 1.760
H 2.539 -0.307 1.063
H 0.567 0.688 -0.655
H 0.695 1.362 0.989
H -1.090 -0.920 0.377
H -0.960 -0.421 2.211
H -1.687 1.877 0.511
H -2.918 0.897 1.739
H -2.671 0.807 -1.099


B | C5H11N2O | ωB97M-V with the def2-TZVPD basis set

## Properties
Frontier orbital gap in eV: 6.131
LUMO in eV: 3.700
Charge: -1
HOMO energy in eV: -2.4

Positions of all 19 atoms, in Å:
C -1.121 -1.341 0.124
C -1.566 -1.666 -1.087
C 0.389 -2.936 0.736
N 0.157 -1.709 0.581
H -1.676 -0.709 0.806
H -0.889 -2.110 -1.808
H -2.585 -1.445 -1.375
H 1.383 -3.241 1.060
H -0.382 -3.691 0.553
C 0.803 2.165 -1.123
N 1.344 1.578 0.097
C 0.390 1.843 1.245
O -0.810 1.282 1.110
H -0.224 1.827 -1.318
H 1.420 1.892 -1.989
H 0.790 3.256 -1.061
H 1.233 0.571 -0.009
H 0.377 2.959 1.328
H 0.967 1.477 2.129


C | C5H11N2O | ωB97M-V with the def2-TZVPD basis set

## Properties
Frontier orbital gap in eV: 5.844
LUMO in eV: 3.431
Charge: -1
Structure (SMILES): N/C=C/C[C@H](N)C[O-]
HOMO energy in eV: -2.4

Positions of all 19 atoms, in Å:
N -2.694 -2.306 -1.068
C -2.104 -1.015 -0.620
C -0.796 -0.855 -0.364
C -0.217 0.374 0.279
C 1.221 0.771 -0.101
N 2.189 -0.425 -0.025
C 1.630 1.908 0.967
O 2.841 1.627 1.459
H -3.641 -2.403 -0.735
H -2.676 -2.438 -2.118
H -2.892 -0.244 -0.505
H -0.166 -1.683 -0.538
H -0.924 1.277 0.066
H -0.355 0.126 1.354
H 1.105 1.125 -1.191
H 1.933 -0.863 0.883
H 3.063 0.006 0.207
H 1.675 2.933 0.418
H 0.808 2.088 1.634


Which one sits at the bottom of the stability order? A does.


A | C2H4O3 | ωB97M-V with the def2-TZVPD basis set

## Properties
Frontier orbital gap in eV: 11.973
LUMO in eV: 0.802
Structure (SMILES): CC(=O)OO
HOMO energy in eV: -11.2

Positions of all 9 atoms, in Å:
C 1.375 -0.794 -0.861
C 0.092 -0.251 -0.321
O -0.979 -0.479 -0.852
O 0.350 0.469 0.771
O -0.897 1.078 1.235
H 2.054 0.036 -0.974
H 1.133 -1.132 -1.892
H 1.755 -1.609 -0.214
H -1.542 0.427 0.940


B | C2H4O3 | ωB97M-V with the def2-TZVPD basis set

## Properties
Frontier orbital gap in eV: 9.223
LUMO in eV: 0.444
HOMO energy in eV: -8.8

Positions of all 9 atoms, in Å:
C -1.374 0.532 0.234
C 0.015 -0.664 -0.305
O -0.502 0.481 -0.945
O 2.240 -0.226 0.000
O 1.007 -0.649 0.542
H -2.427 0.312 0.006
H -0.931 1.041 0.989
H -0.486 -1.511 -0.687
H 2.459 0.684 0.167


Which one sits at the bottom of the stability order? B does.


A | C4H32N2O10 | ωB97M-V with the def2-TZVPD basis set

## Properties
Frontier orbital gap in eV: 9.413
LUMO in eV: -0.099
Structure (SMILES): CNCCCN.O.O.O.O.O.O.O.O.O.O
HOMO energy in eV: -9.5

Positions of all 48 atoms, in Å:
C -1.282 -0.982 1.680
N 0.176 -0.628 1.520
C 0.369 -0.560 0.037
C 1.810 0.133 -0.395
C 1.907 1.545 0.066
N 0.743 2.317 -0.227
H -1.813 -1.593 0.916
H -2.010 -0.005 1.615
H -1.311 -1.328 2.709
H 0.240 0.247 1.988
H -0.497 -0.095 -0.409
H 0.645 -1.584 -0.170
H 2.751 -0.371 -0.100
H 2.008 -0.040 -1.436
H 2.202 1.483 1.186
H 2.772 2.187 -0.134
H -0.068 1.884 0.203
H 0.574 2.420 -1.194
O 0.226 0.205 -3.208
H 1.097 0.078 -3.042
H -0.160 -0.825 -2.980
O -2.523 2.291 0.402
H -2.771 3.017 -0.184
H -2.623 1.470 0.043
O 1.570 -3.819 0.382
H 0.835 -4.027 0.822
H 1.970 -3.214 1.031
O 0.246 -4.009 -1.785
H 0.704 -4.004 -2.526
H 0.975 -4.155 -1.095
O -1.693 2.984 -3.014
H -0.987 2.671 -2.663
H -2.045 2.346 -3.567
O -2.799 0.239 -1.393
H -3.038 0.444 -2.309
H -2.323 -0.603 -1.497
O 2.871 -1.907 2.061
H 2.173 -1.246 2.088
H 3.610 -1.565 2.402
O -1.112 3.813 2.240
H -1.783 3.252 1.787
H -0.380 3.586 1.787
O -1.378 -1.920 -1.648
H -1.232 -2.361 -0.788
H -1.397 -2.738 -2.450
O 0.625 1.554 3.953
H 1.385 1.011 3.722
H 0.743 2.401 3.574


B | C4H32N2O10 | ωB97M-V with the def2-TZVPD basis set

## Properties
Frontier orbital gap in eV: 9.290
LUMO in eV: 0.314
Structure (SMILES): CN(C)CCN.O.O.O.O.O.O.O.O.O.O
HOMO energy in eV: -9.0

Positions of all 48 atoms, in Å:
C 3.220 0.395 1.303
N 1.738 0.240 0.877
C 0.767 -0.284 1.919
C 1.475 -0.426 -0.485
C 1.083 0.796 -1.304
N 0.936 0.446 -2.723
H 3.898 -0.199 0.661
H 3.482 1.433 0.955
H 3.428 0.071 2.390
H -0.244 -0.455 1.397
H 0.587 0.472 2.763
H 0.912 -1.307 2.307
H 2.389 -0.891 -0.860
H 0.506 -1.160 -0.493
H 0.048 0.951 -1.074
H 1.513 1.821 -0.984
H 1.095 1.213 -3.329
H 1.592 -0.303 -2.957
O -1.484 -2.689 -0.769
H -1.657 -1.922 -0.195
H -2.152 -2.574 -1.456
O -3.663 -0.599 0.148
H -3.479 0.303 -0.055
H -4.556 -0.633 0.171
O -3.873 1.848 -0.214
H -2.874 1.940 -0.077
H -3.919 1.958 -1.199
O 1.283 -2.337 -2.357
H 1.024 -2.478 -1.491
H 0.898 -2.699 -3.269
O -2.202 -0.871 -2.629
H -2.488 -0.383 -3.458
H -1.256 -0.816 -2.546
O 1.158 2.998 1.377
H 1.361 3.435 2.257
H 1.312 2.052 1.440
O -1.353 2.847 -0.140
H -1.069 3.228 0.718
H -0.531 2.399 -0.406
O -1.883 -1.671 3.014
H -2.445 -2.323 3.567
H -2.530 -1.126 2.648
O 2.968 3.173 -0.274
H 1.981 3.205 -0.219
H 3.144 2.343 0.250
O 0.393 -3.797 1.656
H -0.211 -3.072 1.561
H -0.323 -4.554 1.583


Which one sits at the bottom of the stability order? A does.